Computed, not measured: a structure of composition C32H34AlClF17N3NaO8, with wB97M-V/def2-TZVPD.

Cartesian coordinates (Å):
C: 2.08 3.72 2.87
C: 1.60 2.26 3.06
O: 2.33 1.39 2.20
C: 1.61 0.19 2.10
C: 2.63 -0.94 1.89
N: 1.92 -2.29 1.79
C: 1.15 -2.55 3.08
C: 1.64 -2.11 4.29
C: 0.91 -2.37 5.43
N: -0.23 -3.04 5.48
C: -0.67 -3.44 4.30
C: -0.05 -3.23 3.09
C: 2.88 -3.45 1.63
F: 4.13 -3.02 1.82
F: 2.70 -4.35 2.59
C: 2.89 -4.23 0.27
F: 4.03 -4.95 0.34
F: 3.09 -3.45 -0.81
C: 1.75 -5.28 0.00
F: 0.76 -5.29 0.92
F: 2.28 -6.51 0.01
C: 1.10 -5.16 -1.43
F: 1.96 -5.49 -2.37
F: 0.52 -3.97 -1.63
F: 0.13 -6.09 -1.45
C: 0.94 -2.08 0.67
C: 0.00 -0.89 0.92
C: -0.94 -0.76 -0.30
F: -1.46 0.51 -0.31
F: -0.19 -0.84 -1.43
C: -2.01 -1.82 -0.30
C: -2.31 -2.45 -1.49
C: -3.25 -3.46 -1.51
C: -3.91 -3.83 -0.35
C: -3.60 -3.15 0.81
C: -4.32 -3.49 2.11
F: -4.70 -2.32 2.71
F: -3.60 -4.22 2.94
F: -5.48 -4.12 1.79
C: -2.67 -2.16 0.86
O: 0.75 0.32 0.98
H: 2.74 3.74 1.97
H: 2.57 4.06 3.78
H: 1.18 4.35 2.73
H: 1.73 1.95 4.10
H: 0.53 2.24 2.84
H: 1.03 0.08 3.02
H: 3.34 -0.89 2.71
H: 3.14 -0.79 0.93
H: 2.58 -1.58 4.39
H: 1.31 -2.00 6.37
H: -1.62 -3.98 4.28
H: -0.52 -3.58 2.18
H: 0.30 -2.94 0.44
H: 1.52 -1.76 -0.20
H: -0.64 -1.01 1.80
H: -1.82 -2.19 -2.42
H: -3.47 -3.97 -2.44
H: -4.64 -4.64 -0.36
H: -2.44 -1.63 1.78
C: 1.92 1.23 -2.58
C: 3.28 1.79 -2.98
C: 4.43 0.80 -2.75
C: 4.53 0.43 -1.33
N: 4.61 0.14 -0.22
H: 1.88 1.00 -1.51
H: 1.13 1.95 -2.78
H: 1.69 0.32 -3.13
H: 3.47 2.70 -2.41
H: 3.26 2.06 -4.03
H: 5.38 1.24 -3.07
H: 4.27 -0.11 -3.34
C: -4.15 -0.86 -4.61
O: -3.60 -1.07 -3.46
O: -3.70 0.35 -5.18
O: -4.96 -1.51 -5.23
H: -3.09 0.60 -4.47
Cl: -2.96 -1.29 4.02
Al: 1.51 4.22 0.45
O: -6.82 -3.32 4.29
H: -6.55 -3.65 3.42
C: 0.12 8.36 -4.06
C: -1.40 8.29 -4.08
O: -1.95 7.16 -3.42
C: -2.07 7.19 -1.99
O: -2.65 8.25 -1.53
C: -0.72 6.91 -1.26
F: 0.04 5.99 -1.93
F: -0.93 6.37 -0.04
F: 0.07 7.97 -1.07
H: 0.56 7.38 -4.21
H: 0.48 9.03 -4.85
H: 0.50 8.76 -3.12
H: -1.71 8.18 -5.12
H: -1.85 9.22 -3.73
H: -2.61 6.22 -1.82
Na: -4.67 0.61 -2.31

## Properties
LUMO energy: -8.056 eV
HOMO level: -0.339 Ha
charge: +1
energy above the lowest of the compared OMol25 structures with the same formula, charge and spin: 0.0 kcal/mol



Computed, not measured: a structure of composition C32H34B2MoN2O4S2, with wB97M-V/def2-TZVPD.

Cartesian coordinates (Å):
Mo: 1.01 -0.97 -1.37
C: 0.14 -4.15 -1.67
N: -0.26 -2.77 -1.35
C: -1.33 -2.66 -0.33
C: -1.17 -1.36 0.45
N: 0.29 -1.08 0.69
C: 0.45 0.23 1.38
C: 0.89 -2.16 1.50
C: 0.35 -2.48 2.73
C: 0.91 -3.49 3.51
C: 2.02 -4.19 3.05
C: 2.56 -3.87 1.81
C: 2.01 -2.86 1.05
S: 2.75 -2.49 -0.54
C: -0.30 -1.85 -2.43
C: -1.22 -1.81 -3.47
C: -1.15 -0.99 -4.58
C: -0.13 -0.09 -4.97
C: 0.90 0.43 -4.24
C: 1.01 0.55 -2.81
S: 2.61 0.49 -2.10
H: -0.71 -4.71 -2.05
H: 0.51 -4.63 -0.77
H: 0.92 -4.13 -2.43
H: -1.23 -3.52 0.33
H: -2.32 -2.70 -0.79
H: -1.71 -1.42 1.40
H: -1.57 -0.51 -0.10
H: -0.04 0.21 2.36
H: 0.00 1.01 0.78
H: 1.51 0.43 1.52
H: -0.51 -1.94 3.11
H: 0.48 -3.73 4.47
H: 2.45 -4.97 3.64
H: 3.43 -4.41 1.44
H: -2.01 -2.55 -3.46
H: -1.91 -1.17 -5.33
H: -0.12 0.14 -6.03
H: 1.71 0.88 -4.80
O: 4.40 -1.17 1.34
B: 4.19 -1.44 0.03
O: 5.09 -0.92 -0.83
C: 5.99 -0.24 0.01
C: 7.11 0.47 -0.32
C: 7.81 1.03 0.74
C: 7.39 0.88 2.06
C: 6.25 0.15 2.38
C: 5.57 -0.40 1.32
H: 7.43 0.58 -1.35
H: 8.71 1.60 0.53
H: 7.97 1.33 2.85
H: 5.92 0.02 3.40
C: -5.21 4.26 1.82
C: -5.02 3.08 0.86
C: -6.00 3.24 -0.31
C: -5.34 1.79 1.63
C: -3.60 3.00 0.31
C: -2.63 3.97 0.60
C: -1.33 3.93 0.09
C: -1.03 2.86 -0.71
O: 0.17 2.53 -1.32
B: -0.09 1.37 -2.00
O: -1.39 0.94 -1.84
C: -1.98 1.90 -1.02
C: -3.26 1.93 -0.53
H: -6.22 4.25 2.21
H: -5.06 5.22 1.32
H: -4.53 4.21 2.67
H: -7.02 3.31 0.07
H: -5.95 2.39 -0.99
H: -5.79 4.15 -0.88
H: -6.36 1.84 2.02
H: -4.66 1.65 2.47
H: -5.29 0.91 0.99
H: -2.89 4.81 1.23
H: -0.60 4.70 0.32
H: -3.98 1.18 -0.80

## Properties
LUMO energy: -7.448 eV
HOMO level: -0.501 Ha
charge: +2
energy above the lowest of the compared OMol25 structures with the same formula, charge and spin: 13.0 kcal/mol



Computed, not measured: a structure of composition C32H34BiCl3NOPS4, with wB97M-V/def2-TZVPD.

Cartesian coordinates (Å):
Bi: 0.50 -0.48 -0.78
C: -1.96 -2.28 1.55
C: -2.47 -2.51 0.14
S: -2.32 -0.98 -0.82
C: -2.76 -1.53 -2.51
C: -2.19 -2.85 -2.98
S: -0.39 -2.78 -3.05
C: 0.08 -4.50 -2.73
C: 1.48 -4.63 -2.11
S: 1.77 -3.70 -0.58
C: 0.62 -4.54 0.53
C: 0.45 -3.78 1.83
S: -0.16 -2.07 1.71
H: -2.24 -3.11 2.20
H: -2.39 -1.37 1.98
H: -3.53 -2.78 0.17
H: -1.92 -3.30 -0.37
H: -2.46 -0.70 -3.15
H: -3.85 -1.58 -2.52
H: -2.59 -3.04 -3.98
H: -2.49 -3.68 -2.34
H: 0.08 -5.03 -3.68
H: -0.68 -4.96 -2.10
H: 2.24 -4.27 -2.80
H: 1.69 -5.67 -1.90
H: 1.03 -5.53 0.75
H: -0.34 -4.68 0.02
H: 1.40 -3.69 2.36
H: -0.26 -4.30 2.48
N: 2.92 -0.41 0.37
C: 2.96 -0.03 1.77
C: 4.01 -0.45 2.57
C: 4.09 -0.05 3.89
C: 3.13 0.81 4.41
C: 2.07 1.22 3.62
C: 1.95 0.78 2.31
P: 0.58 1.32 1.24
C: 1.07 2.97 0.70
C: 1.85 3.11 -0.45
C: 2.34 4.35 -0.81
C: 2.04 5.46 -0.03
C: 1.26 5.33 1.11
C: 0.77 4.08 1.48
C: -0.92 1.46 2.23
C: -1.96 2.23 1.70
C: -3.16 2.34 2.38
C: -3.34 1.67 3.59
C: -2.32 0.89 4.11
C: -1.11 0.77 3.44
H: 3.31 -1.33 0.25
H: 3.50 0.23 -0.18
H: 4.79 -1.08 2.14
H: 4.92 -0.38 4.51
H: 3.21 1.16 5.44
H: 1.33 1.90 4.04
H: 2.06 2.25 -1.09
H: 2.94 4.46 -1.71
H: 2.41 6.44 -0.32
H: 1.03 6.19 1.72
H: 0.17 3.98 2.37
H: -1.82 2.75 0.76
H: -3.96 2.95 1.98
H: -4.28 1.76 4.12
H: -2.46 0.37 5.05
H: -0.32 0.17 3.85
Cl: -1.61 2.87 -7.11
C: -1.24 2.42 -5.49
C: -0.15 1.62 -5.24
C: 0.12 1.27 -3.92
Cl: 1.51 0.25 -3.61
C: -0.65 1.68 -2.83
O: -0.37 1.36 -1.56
C: -1.75 2.49 -3.15
Cl: -2.78 3.05 -1.87
C: -2.05 2.86 -4.45
H: 0.48 1.28 -6.04
H: -2.90 3.49 -4.65

## Properties
LUMO energy: -5.989 eV
HOMO level: -0.476 Ha
charge: +2
energy above the lowest of the compared OMol25 structures with the same formula, charge and spin: 0.7 kcal/mol



Computed, not measured: a structure of composition C32H34ClN4O2PdSSi, with wB97M-V/def2-TZVPD.

Cartesian coordinates (Å):
Pd: -0.73 -1.89 -1.63
O: -1.75 -2.50 -4.00
S: -0.40 -3.12 -4.18
N: 0.55 -3.03 -3.06
Cl: 0.09 -4.36 4.62
C: -0.63 -4.02 3.07
C: -0.32 -4.82 1.98
C: -0.88 -4.55 0.75
C: -1.78 -3.48 0.57
C: -2.31 -3.14 -0.73
C: -2.07 -2.70 1.70
C: -1.50 -2.95 2.93
H: 0.37 -5.65 2.10
H: -0.61 -5.15 -0.11
H: -3.18 -2.49 -0.73
H: -2.38 -3.95 -1.46
H: -2.73 -1.85 1.59
H: -1.71 -2.31 3.78
C: 0.06 3.03 -3.98
C: 0.39 1.55 -4.14
N: -0.14 0.85 -3.00
C: -1.40 1.07 -2.50
N: -1.94 0.15 -1.79
C: -3.28 0.38 -1.28
C: -3.51 1.85 -0.97
C: -3.24 2.66 -2.22
N: -1.95 2.30 -2.77
C: -1.45 3.16 -3.83
H: 0.39 3.60 -4.85
H: 0.56 3.41 -3.09
H: 1.47 1.39 -4.16
H: -0.02 1.18 -5.08
H: 0.18 -0.12 -2.86
H: -3.44 -0.24 -0.40
H: -4.02 0.05 -2.03
H: -2.83 2.17 -0.18
H: -4.53 2.03 -0.62
H: -3.23 3.73 -2.01
H: -4.04 2.48 -2.97
H: -1.72 4.19 -3.57
H: -1.94 2.93 -4.78
O: 0.63 -1.35 -0.13
Si: 1.27 -0.28 0.84
C: 0.04 0.40 2.11
C: -1.25 0.70 1.66
C: -2.23 1.18 2.52
C: -1.93 1.38 3.86
C: -0.66 1.09 4.33
C: 0.32 0.61 3.46
C: 2.70 -0.98 1.85
C: 3.73 -0.20 2.36
C: 4.73 -0.74 3.15
C: 4.72 -2.10 3.45
C: 3.71 -2.90 2.94
C: 2.71 -2.35 2.15
C: 1.97 1.22 -0.07
C: 1.78 2.54 0.33
C: 2.35 3.60 -0.36
C: 3.15 3.36 -1.47
C: 3.35 2.05 -1.89
C: 2.76 1.00 -1.20
H: -1.48 0.51 0.62
H: -3.22 1.39 2.14
H: -2.69 1.75 4.54
H: -0.42 1.24 5.38
H: 1.30 0.37 3.84
H: 3.76 0.86 2.13
H: 5.53 -0.11 3.54
H: 5.50 -2.53 4.06
H: 3.69 -3.96 3.16
H: 1.93 -2.98 1.74
H: 1.16 2.75 1.20
H: 2.19 4.62 -0.03
H: 3.60 4.18 -2.01
H: 3.97 1.85 -2.76
H: 2.92 -0.02 -1.55

## Properties
LUMO energy (alpha / beta): 2.470 / 2.467 eV
HOMO level (alpha / beta): -0.134 / -0.182 Ha
charge: -1
multiplicity: 3



Computed, not measured: a structure of composition C32H34HgN7O4S, with wB97M-V/def2-TZVPD.

Cartesian coordinates (Å):
Hg: -2.07 -0.70 0.32
O: 2.97 1.92 2.23
C: 3.30 3.16 1.65
C: 2.52 3.41 0.38
C: 2.80 4.49 -0.46
C: 2.02 4.66 -1.59
C: 0.98 3.78 -1.84
C: 0.77 2.74 -0.94
N: 1.53 2.56 0.13
H: 2.15 1.64 1.79
H: 4.37 3.18 1.43
H: 3.09 3.98 2.35
H: 3.61 5.16 -0.22
H: 2.22 5.48 -2.26
H: 0.34 3.89 -2.70
H: -0.07 2.06 -1.08
C: 1.70 -0.81 0.37
C: 1.25 -1.87 -0.58
C: 2.21 -2.58 -1.35
C: 1.78 -3.51 -2.25
C: 0.40 -3.76 -2.41
C: -0.09 -4.68 -3.36
C: -1.43 -4.87 -3.48
C: -2.32 -4.18 -2.63
C: -1.90 -3.29 -1.67
S: -3.14 -2.60 -0.63
C: -0.49 -3.04 -1.57
N: -0.03 -2.11 -0.70
H: 2.66 -0.39 0.05
H: 1.83 -1.23 1.37
H: 0.97 0.00 0.43
H: 3.26 -2.37 -1.21
H: 2.49 -4.06 -2.86
H: 0.62 -5.22 -3.98
H: -1.83 -5.57 -4.20
H: -3.39 -4.37 -2.73
O: 0.29 5.42 2.87
C: -0.80 5.37 1.96
C: -1.18 3.94 1.69
C: -2.09 3.66 0.63
C: -2.36 2.36 0.33
N: -1.83 1.32 1.01
C: -0.99 1.56 2.08
C: -0.66 2.90 2.40
C: -0.43 0.44 2.77
C: 0.60 0.58 3.74
C: 1.23 -0.52 4.24
C: 2.42 -0.37 5.15
O: 3.07 0.88 5.06
C: 0.78 -1.80 3.85
C: -0.26 -1.87 2.96
N: -0.85 -0.80 2.41
H: 0.39 6.33 3.17
H: -0.53 5.84 1.01
H: -1.67 5.90 2.36
H: -2.54 4.46 0.05
H: -3.02 2.09 -0.48
H: 0.02 3.12 3.21
H: 0.94 1.56 4.03
H: 3.12 -1.20 4.95
H: 2.10 -0.48 6.19
H: 3.13 1.14 4.13
H: 1.24 -2.70 4.23
H: -0.64 -2.83 2.63
C: -1.61 -1.89 -5.49
N: -1.98 -1.01 -4.41
C: -3.33 -0.74 -3.97
C: -3.07 0.12 -2.73
O: -3.94 0.62 -2.06
N: -1.70 0.18 -2.50
C: -1.14 -0.47 -3.51
N: 0.20 -0.57 -3.64
H: -2.43 -1.94 -6.20
H: -1.40 -2.91 -5.13
H: -0.74 -1.51 -6.02
H: -3.86 -1.65 -3.67
H: -3.92 -0.20 -4.71
H: 0.73 -0.30 -2.82
H: 0.58 -1.33 -4.17

## Properties
LUMO energy (alpha / beta): -0.100 / -0.099 eV
HOMO level (alpha / beta): -0.175 / -0.283 Ha
energy above the lowest of the compared OMol25 structures with the same formula, charge and spin: 0.0 kcal/mol
multiplicity: 2



Computed, not measured: a cluster of 2 separate species, C32H34N4 in total, with wB97M-V/def2-TZVPD.

Cartesian coordinates (Å):
C: -1.56 -5.67 -2.32
C: -0.16 -6.00 -1.82
N: 0.57 -4.82 -1.42
C: 2.01 -4.99 -1.39
C: 2.74 -3.67 -1.36
C: 2.21 -2.81 -0.21
C: 0.72 -2.71 -0.25
C: -0.04 -3.74 -0.86
C: -1.47 -3.60 -0.89
C: -2.04 -2.40 -0.51
C: -1.30 -1.33 0.11
C: -1.92 -0.11 0.51
C: -1.35 0.94 1.29
C: -2.11 1.80 2.15
C: -1.52 2.74 2.99
C: -0.12 3.00 2.87
N: 0.47 4.03 3.56
C: -0.34 5.04 4.20
C: -1.52 4.41 4.93
C: -2.33 3.51 3.98
C: 1.81 4.48 3.22
C: 2.71 3.30 2.89
C: 2.10 2.50 1.75
C: 0.65 2.23 1.96
C: 0.03 1.24 1.22
C: 0.08 -1.64 0.35
C: -2.29 -4.78 -1.31
H: -1.49 -5.16 -3.28
H: -2.11 -6.60 -2.48
H: -0.24 -6.70 -0.96
H: 0.42 -6.51 -2.60
H: 2.29 -5.60 -0.51
H: 2.29 -5.57 -2.28
H: 3.81 -3.83 -1.25
H: 2.57 -3.15 -2.30
H: 2.53 -3.23 0.75
H: 2.64 -1.80 -0.27
H: -3.12 -2.26 -0.65
H: -3.00 -0.04 0.30
H: -3.20 1.67 2.16
H: 0.30 5.61 4.88
H: -0.73 5.75 3.44
H: -1.15 3.83 5.78
H: -2.15 5.21 5.33
H: -3.05 4.14 3.45
H: -2.93 2.81 4.58
H: 1.75 5.16 2.35
H: 2.20 5.05 4.07
H: 3.70 3.67 2.60
H: 2.83 2.66 3.77
H: 2.23 3.04 0.80
H: 2.63 1.55 1.62
H: 0.62 0.69 0.50
H: 0.65 -1.04 1.06
H: -3.24 -4.44 -1.72
H: -2.52 -5.40 -0.43
C: -0.38 1.64 -5.76
C: 0.75 2.05 -5.04
C: 0.78 1.80 -3.66
C: -0.33 1.10 -3.00
C: -1.43 0.68 -3.77
C: -1.44 0.95 -5.14
N: 0.02 0.94 -1.69
C: 1.25 1.52 -1.57
N: 1.74 2.06 -2.73
H: -0.42 1.87 -6.83
H: 1.61 2.55 -5.49
H: -2.23 0.15 -3.26
H: -2.27 0.63 -5.76
H: 1.83 1.56 -0.66

## Properties
LUMO energy: -1.641 eV
HOMO level: -0.222 Ha
energy above the lowest of the compared OMol25 structures with the same formula, charge and spin: 47.3 kcal/mol



Values of strongest force on any atom, in order: 2.52 0.56 0.51 0.55 0.32 3.00, all in eV/Å.